Entry 1:
# C4H5LiO2Pr

A structure of composition C4H5LiO2Pr in a non-equilibrium geometry (the ωB97M-V functional and the def2-TZVPD basis, OMol25).

Last column: natural (NBO) charge in e.
CARTESIAN COORDINATES (ANGSTROEM)
H (1.778, 0.929, -0.758)  0.163
H (-0.262, 1.073, -1.813)  0.256
C (-1.224, 0.605, 0.120)  -0.582
C (-0.488, -0.036, 1.282)  0.033
Pr (-1.315, -0.628, 3.749)  1.896
Li (2.537, -2.491, -0.061)  0.981
H (-2.246, 0.220, -0.012)  0.248
O (0.940, 0.184, 0.988)  -0.458
C (-0.312, 0.276, -1.059)  -0.461
C (1.068, 0.021, -0.449)  0.365
O (1.503, -1.224, -0.651)  -0.987
H (-0.665, -0.629, -1.577)  0.249
H (-1.315, 1.701, 0.242)  0.297

Computed properties:
Total charge: +2
ΔE to the lowest compared entry with this formula, charge and spin (kJ/mol): 247.12
Electronic energy (eV): -22578.084
⟨S²⟩: 3.75
HOMO level (spin up / spin down) (eV): -15.106 / -15.107
LUMO (spin up / spin down) (eV): -8.94 / -8.88
2S+1: 4
Gap between HOMO and LUMO (spin up / spin down) (Eh): 0.227 / 0.229

=====

Entry 2:
# C4H5LiO2Rb

A structure of composition C4H5LiO2Rb in a non-equilibrium geometry (the ωB97M-V functional and the def2-TZVPD basis, OMol25).

Last column: natural (NBO) charge in e.
CARTESIAN COORDINATES (ANGSTROEM)
C (-3.112, 0.444, -1.346)  0.129
O (-4.014, -0.174, -2.052)  -1.041
O (-1.183, -0.237, 1.400)  -0.986
H (-1.383, 1.862, 0.350)  0.080
H (-1.460, 0.203, -2.644)  0.193
H (-3.462, 1.006, -0.457)  0.127
Rb (-1.795, -2.597, 0.359)  0.953
H (0.218, 1.293, 1.186)  0.127
C (-1.749, 0.450, -1.615)  -0.415
C (-0.710, 0.835, 0.775)  -0.011
Li (-5.692, -0.549, -2.245)  0.952
H (0.306, 0.800, -1.150)  0.173
C (-0.706, 0.858, -0.727)  -0.282

Computed properties:
ΔE to the lowest compared entry with this formula, charge and spin (kJ/mol): 61.99
Electronic energy (eV): -9180.247
⟨S²⟩: 0.78
HOMO level (spin up / spin down) (eV): -4.055 / -5.495
LUMO (spin up / spin down) (eV): -1.11 / -1.25
2S+1: 2
Gap between HOMO and LUMO (spin up / spin down) (Eh): 0.108 / 0.156

=====

Entry 3:
# C4H5LiO2Y

A structure of composition C4H5LiO2Y in a non-equilibrium geometry (the ωB97M-V functional and the def2-TZVPD basis, OMol25).

Last column: natural (NBO) charge in e.
CARTESIAN COORDINATES (ANGSTROEM)
H (0.799, -2.067, 0.461)  0.253
C (1.510, -0.054, 0.386)  0.451
Y (4.872, 0.989, -0.303)  0.956
Li (-3.143, 1.523, 1.675)  0.975
O (2.725, -0.295, 0.200)  -0.764
H (1.205, 0.983, 0.622)  0.167
H (-1.528, -1.519, 0.178)  0.191
C (0.496, -1.036, 0.262)  -0.379
C (-0.791, -0.817, -0.237)  -0.010
H (-2.006, 0.471, -1.594)  0.172
H (-0.436, 0.364, -1.350)  0.094
O (-2.226, 1.008, 0.312)  -1.009
C (-1.477, 0.450, -0.612)  -0.098

Computed properties:
Total charge: +1
ΔE to the lowest compared entry with this formula, charge and spin (kJ/mol): 349.21
Electronic energy (eV): -9558.991
HOMO level (spin up / spin down) (eV): -10.499 / -10.497
LUMO (spin up / spin down) (eV): -4.34 / -4.35
Gap between HOMO and LUMO (spin up / spin down) (Eh): 0.226 / 0.226